Here is a cluster of 7 separate species, C25H59N2O14P2 in total from OMol25. Energies are from the ωB97M-V functional and the def2-TZVPD basis.

Last column: Mulliken charge in e.
Element x y z (Å)
1 N -1.0833 -4.8648 -1.4173  -0.52
2 P -1.5219 -4.1633 -2.7896  0.53
3 O -0.4767 -2.8960 -3.1539  -0.64
4 O -3.0625 -3.5026 -2.5468  -0.53
5 P -1.5711 -5.6932 -4.4583  -0.33
6 C -1.5712 -7.1798 -5.6879  -0.61
7 N -1.6321 -8.4593 -4.9477  -0.68
8 H -0.9274 -5.8400 -1.6279  0.14
9 H 0.1512 -2.7833 -2.4417  0.26
10 H -3.4093 -3.4490 -3.4339  0.31
11 H -2.4389 -6.4773 -3.5698  0.01
12 H -2.7650 -5.0657 -5.0480  -0.10
13 H -0.7424 -4.8613 -5.3193  -0.03
14 H -0.3632 -6.2576 -3.8579  -0.04
15 H -2.4268 -7.1347 -6.3675  0.40
16 H -0.6515 -7.1745 -6.2823  0.27
17 H -2.5851 -8.6222 -4.6696  0.25
18 H -1.1380 -8.3394 -4.0722  0.29
19 O 1.7160 -2.9272 -0.8517  -0.47
20 C 1.3122 -1.9256 -0.3234  0.68
21 O 1.9359 -0.7606 -0.5598  -0.36
22 C 1.3840 0.4865 -0.1342  -0.41
23 C 1.7755 0.8083 1.2916  -0.99
24 C 0.1788 -1.9744 0.6610  -0.84
25 H 0.3050 0.4987 -0.2789  0.36
26 H 1.7968 1.2381 -0.8067  0.40
27 H 1.3880 0.0663 1.9897  0.24
28 H 1.3884 1.7858 1.5794  0.31
29 H 2.8628 0.8128 1.3937  0.35
30 H 0.5741 -2.2339 1.6432  0.33
31 H -0.5164 -2.7536 0.3438  0.24
32 H -0.3895 -1.0481 0.7304  0.14
33 O -0.5579 -4.3076 3.0221  -0.59
34 C -0.2284 -5.3506 2.5261  0.74
35 O -0.8643 -6.4728 2.8949  -0.39
36 C -0.6921 -7.7149 2.2138  -0.28
37 C 0.5015 -8.4805 2.7462  -0.94
38 C 0.9317 -5.4401 1.5727  0.08
39 H -0.6429 -7.5605 1.1357  0.26
40 H -1.6043 -8.2780 2.4061  0.32
41 H 1.4318 -7.9362 2.5817  0.27
42 H 0.5801 -9.4524 2.2572  0.36
43 H 0.4031 -8.6352 3.8216  0.29
44 H 1.8546 -5.5336 2.1472  0.35
45 H 0.9651 -4.5261 0.9861  -0.71
46 H 0.8606 -6.2569 0.8592  0.29
47 O 8.5549 -0.0237 -1.9655  -0.58
48 C 7.6764 -0.6763 -1.4727  0.72
49 O 7.2594 -1.7856 -2.0895  -0.36
50 C 6.3611 -2.7255 -1.4822  -0.69
51 C 4.9133 -2.3339 -1.6840  -0.37
52 C 6.9763 -0.2285 -0.2161  -0.85
53 H 6.6099 -2.8681 -0.4288  0.39
54 H 6.5581 -3.6746 -1.9785  0.34
55 H 4.6843 -1.3791 -1.2100  0.04
56 H 4.2475 -3.0881 -1.2667  0.23
57 H 4.6941 -2.2252 -2.7458  0.30
58 H 6.1730 0.4558 -0.4853  0.19
59 H 7.6961 0.2983 0.4069  0.34
60 H 6.5721 -1.0438 0.3796  0.30
61 O -1.5257 1.8587 0.8764  -0.57
62 C -2.6528 1.5531 1.1539  0.96
63 O -2.8601 0.7082 2.1681  -0.41
64 C -4.1559 0.4080 2.6938  -0.40
65 C -4.8183 -0.7167 1.9261  -0.99
66 C -3.8203 2.0275 0.3309  -1.04
67 H -4.7739 1.3066 2.7385  0.37
68 H -3.9832 0.0972 3.7229  0.33
69 H -4.9924 -0.4453 0.8847  0.27
70 H -5.7760 -0.9746 2.3794  0.38
71 H -4.1808 -1.6006 1.9257  0.30
72 H -3.9588 1.3543 -0.5143  0.28
73 H -3.5880 3.0207 -0.0437  0.15
74 H -4.7508 2.1070 0.8892  0.39
75 O -5.4132 8.8845 -0.4453  -0.58
76 C -4.5134 8.0924 -0.4411  0.74
77 O -4.6104 7.0019 0.3329  -0.39
78 C -3.6948 5.9050 0.2659  -0.35
79 C -2.4786 6.1435 1.1331  -0.51
80 C -3.2468 8.3351 -1.2161  -0.73
81 H -3.4298 5.6786 -0.7686  0.36
82 H -4.2449 5.0441 0.6428  0.12
83 H -1.9056 7.0073 0.7980  0.02
84 H -1.8236 5.2700 1.1213  0.29
85 H -2.7807 6.3422 2.1616  0.35
86 H -2.5709 8.9425 -0.6134  0.12
87 H -3.5011 8.8793 -2.1230  0.31
88 H -2.7371 7.4248 -1.5254  0.28
89 O -0.8130 9.3945 1.3005  -0.54
90 C 0.3189 9.0575 1.5165  0.86
91 O 0.5813 7.7756 1.8100  -0.32
92 C 1.9045 7.2367 1.8847  -0.44
93 C 2.5104 7.4384 3.2575  -1.00
94 C 1.4393 10.0628 1.5508  -1.19
95 H 2.5322 7.6380 1.0879  0.36
96 H 1.7930 6.1719 1.6870  0.35
97 H 2.6234 8.4967 3.4956  0.28
98 H 3.4914 6.9662 3.3140  0.37
99 H 1.8667 7.0024 4.0215  0.30
100 H 1.4878 10.5027 2.5460  0.29
101 H 1.2175 10.8461 0.8299  0.31
102 H 2.4114 9.6517 1.2877  0.36

Atoms 1-6, force components in eV/Å:
-0.3 1.4 -0.5
0.5 -0.5 1.7
-1.8 -0.5 -0.1
1.8 0.0 0.0
-0.2 -0.7 -1.8
0.1 -0.1 0.6

maximum force = 1.93 eV Å⁻¹
E = -77104.5677 eV
charge = -1
HOMO energy = -4.031 eV

***

Here is a cluster of 2 separate species, C6H14NPS in total from OMol25. Energies are from the ωB97M-V functional and the def2-TZVPD basis.

Last column: Mulliken charge in e.
Element x y z (Å)
1 C 1.8776 -2.0018 -0.5551  -1.10
2 C -1.7988 1.7175 1.6522  0.31
3 C -2.7323 2.6767 1.1797  -0.88
4 C -0.5666 -1.7992 0.9801  -1.37
5 C 1.7536 0.2165 1.0926  -1.16
6 C 0.4442 0.6627 -2.6393  -0.95
7 N -1.0493 0.9014 1.9519  -0.36
8 P 0.7388 -0.9188 0.0516  1.05
9 S -0.4397 0.4941 -1.0649  -0.25
10 H 2.5552 -1.3935 -1.2110  0.23
11 H 1.5884 -2.9313 -1.0784  0.29
12 H -3.5516 2.1343 0.8980  0.30
13 H -2.4066 3.3104 0.3146  0.28
14 H -3.1788 3.2673 2.1018  0.31
15 H -1.3267 -2.1371 0.4775  0.50
16 H -0.0560 -2.6861 1.3941  0.37
17 H -0.8653 -1.2138 1.9202  0.36
18 H 2.7702 -0.0555 0.9020  0.44
19 H 1.6650 1.3092 0.9176  0.32
20 H 1.2904 0.0881 2.0882  0.32
21 H 1.4837 0.8215 -2.5699  0.30
22 H 0.0191 1.4451 -3.2477  0.31
23 H 0.3288 -0.2953 -3.0075  0.38

Atoms 1-6, force components in eV/Å:
0.1 0.3 -1.6
1.3 -0.6 0.1
-0.2 3.1 1.8
4.8 1.9 5.1
-1.6 0.9 0.2
-0.4 0.3 1.0

maximum force = 7.20 eV Å⁻¹
E = -28060.5644 eV
SMILES string = C=P(C)(C)SC.CC#N
HOMO energy = -7.315 eV
energy above the lowest of the compared OMol25 structures with the same formula, charge and spin = 0.652 eV

***

Here is the molecule C26H29N5O5S from OMol25. Energies are from the ωB97M-V functional and the def2-TZVPD basis.

Last column: Mulliken charge in e.
Element x y z (Å)
1 C -5.4488 -1.6392 -1.8010  -0.90
2 H -4.6661 -1.0776 -2.5294  0.28
3 O -4.7406 -2.7371 -1.4588  -0.47
4 C -3.7925 -2.7556 -0.5752  1.32
5 C -3.2175 -1.7175 -0.3184  -0.36
6 C -2.2616 -1.6382 0.8135  -0.11
7 C -1.8546 -2.8894 1.4411  -1.03
8 C -2.3685 -3.9315 0.7545  -0.95
9 C -3.4444 -3.9215 -0.1272  0.27
10 O -3.9318 -5.1594 -0.4248  -0.70
11 H -4.7500 -4.6997 -1.0055  0.44
12 H -2.1159 -4.8015 1.1687  0.58
13 H -0.9358 -2.9585 1.8783  0.55
14 C -1.4573 -0.2027 1.2155  -0.54
15 N -0.2422 -0.2092 0.2877  0.80
16 C 0.8467 -0.6075 1.1687  0.79
17 O 0.9725 -0.8580 2.3231  -0.76
18 C 2.1002 -0.8798 0.3746  -0.36
19 C 3.4505 -1.0500 0.8619  0.40
20 N 3.5415 -1.1546 2.3576  -0.36
21 H 4.4335 -1.5282 2.4520  0.28
22 H 2.6555 -1.0089 3.0085  0.31
23 C 4.3469 -1.3040 -0.0022  0.27
24 N 3.8978 -1.2525 -1.1354  -0.53
25 S 2.4065 -0.7128 -1.6675  0.05
26 C 5.8157 -1.7967 0.2711  0.10
27 O 6.1241 -2.1356 1.4314  -0.71
28 N 6.5581 -1.8670 -0.8224  -0.39
29 H 6.0617 -1.9507 -1.6028  0.26
30 H 7.5093 -2.3572 -0.5880  0.33
31 C -0.3543 0.1751 -1.0467  -1.73
32 C 0.2877 1.2980 -1.6109  0.88
33 C 1.2295 2.1066 -0.6885  0.27
34 C 1.7708 3.0821 -1.2389  -0.09
35 C 1.4773 3.5645 -2.4995  -0.45
36 C 0.6738 3.1002 -3.2467  -1.07
37 C 0.0717 1.7598 -2.9505  -1.21
38 H -0.6395 1.2019 -3.1246  1.13
39 H 0.3869 3.2621 -4.2732  0.50
40 H 1.8572 4.6513 -2.8015  0.20
41 H 2.5655 3.6910 -0.4434  0.21
42 H 1.3066 1.8248 0.5342  0.07
43 H -0.1068 -0.8359 -1.5550  0.86
44 H -1.4837 0.0148 -1.1767  0.30
45 H -1.2777 -0.3399 2.1565  1.14
46 C -2.1560 0.9304 1.0961  0.04
47 O -3.4435 0.8915 1.1338  -0.84
48 N -1.4391 1.9709 1.1537  -0.43
49 H -0.5386 2.1408 1.0421  0.37
50 C -2.2764 3.5093 1.1612  -0.75
51 H -3.1986 3.3373 1.1382  1.10
52 C -1.5875 4.3331 2.2321  -1.03
53 C -1.0877 5.7134 1.5805  -0.88
54 H -2.1067 6.1849 1.7201  0.21
55 C -0.6812 5.2338 0.3901  -0.49
56 H 0.2525 4.9837 0.5230  0.30
57 H -0.8127 6.0990 -0.4645  0.23
58 C -1.8708 4.2353 -0.1160  0.06
59 H -2.6597 4.7949 -0.5498  0.57
60 H -1.2319 3.5614 -0.6443  -0.42
61 H -0.4625 6.1167 2.1727  0.61
62 H -0.6559 3.8171 2.7680  0.19
63 H -2.2832 4.3665 3.0318  0.54
64 H -3.7561 -0.6326 -0.4437  0.11
65 H -6.3429 -2.0606 -2.4316  0.21
66 H -5.7854 -1.0871 -1.0153  0.44

Atoms 1-6, force components in eV/Å:
0.7 -0.2 -6.1
-2.4 -0.2 1.5
-3.1 -3.8 -1.7
-5.0 -4.7 -3.9
6.2 14.4 7.3
0.6 0.6 -0.3

maximum force = 17.36 eV Å⁻¹
E = -55936.2356 eV
SMILES string = COc1cc([C@H](C(=O)NC2CCCC2)N(Cc2ccccc2)C(=O)c2snc(C(N)=O)c2N)ccc1O
HOMO energy = -7.803 eV
energy above the lowest of the compared OMol25 structures with the same formula, charge and spin = 22.563 eV

***

These records have frontier orbital gap values of 5.568, 7.881, 7.506 eV, in the order they appear.